{
  "formula": "C19H28ClN3O3S",
  "method": "ωB97M-V with the def2-TZVPD basis set",
  "symbols": ["H", "C", "C", "H", "H", "H", "H", "H", "C", "C", "C", "O", "C", "H", "H", "H", "H", "H", "C", "C", "C", "H", "O", "C", "H", "C", "C", "C", "H", "H", "N", "H", "H", "C", "N", "H", "H", "O", "H", "C", "H", "N", "C", "H", "C", "H", "S", "C", "C", "H", "H", "Cl", "H", "H", "H"],
  "positions_angstrom": [[3.876, -0.278, -3.218], [1.328, 1.697, -0.245], [-4.930, -0.555, -0.442], [-3.380, 1.558, -1.088], [-0.083, 0.488, 1.793], [-0.851, 0.175, -0.444], [4.096, -1.768, 1.439], [6.244, 0.700, -3.082], [0.160, 2.268, 0.589], [-4.981, -2.372, 1.111], [4.247, -1.737, 0.360], [-1.950, 3.119, -0.175], [-5.647, -1.509, 0.259], [3.452, 0.638, -1.763], [5.805, 1.593, -1.625], [5.672, -1.440, -1.962], [-2.713, 0.288, -2.135], [1.914, -1.292, -1.979], [5.183, -0.599, -0.047], [-1.206, 2.162, -0.093], [-2.900, -1.319, 0.541], [7.186, 0.496, -1.605], [1.883, -1.234, 1.967], [2.606, 1.431, 1.787], [6.173, -0.780, 0.376], [5.267, -0.500, -1.572], [6.183, 0.643, -1.998], [0.095, 1.554, 1.945], [4.666, -2.697, 0.037], [-5.536, -3.116, 1.662], [2.209, 0.839, 0.524], [-0.734, 1.954, 2.530], [3.286, 0.729, 2.268], [-2.809, 0.624, -1.093], [-1.508, 0.937, -0.559], [1.416, 1.066, 3.561], [1.935, 2.516, -0.644], [0.555, -0.998, -0.092], [4.804, 0.343, 0.351], [-3.549, -0.431, -0.309], [0.965, 1.106, -1.085], [2.936, -1.610, -0.237], [-3.607, -2.279, 1.246], [3.296, -2.397, -2.107], [1.407, 1.739, 2.705], [1.480, 2.765, 3.070], [1.792, -0.790, 0.614], [2.947, -1.453, -1.674], [3.853, -0.308, -2.127], [-1.827, -1.277, 0.648], [-6.717, -1.572, 0.134], [-5.789, 0.497, -1.517], [3.158, 2.345, 1.547], [0.328, 3.333, 0.773], [-3.078, -2.955, 1.900]],
  "forces_ev_per_a": [[-0.03, 0.05, -0.05], [-0.21, 0.12, -0.44], [0.16, -0.20, 0.16], [0.12, -0.22, -0.10], [-0.20, 0.10, 0.09], [0.02, 0.25, 0.03], [0.23, -0.15, -0.02], [0.04, 0.07, -0.13], [-0.22, 0.03, 0.11], [0.00, 0.00, -0.01], [0.42, 0.18, 0.51], [-0.22, 0.27, 0.07], [0.00, 0.02, -0.02], [0.01, 0.09, -0.06], [-0.04, 0.15, 0.05], [-0.01, -0.05, 0.00], [-0.09, 0.12, 0.09], [0.09, -0.12, -0.22], [0.00, -0.35, -0.22], [0.55, 0.33, 0.09], [-0.11, 0.01, -0.04], [0.14, 0.04, 0.03], [0.24, 0.24, 0.23], [0.28, 0.05, 0.55], [0.04, 0.03, 0.05], [-0.05, 0.45, 0.10], [-0.11, -0.33, 0.02], [0.14, 0.21, 0.11], [-0.06, 0.03, 0.05], [-0.05, -0.06, 0.05], [-0.33, -1.03, 0.08], [-0.03, -0.08, -0.03], [0.11, 0.24, 0.09], [-0.14, 0.22, -0.16], [-0.14, -0.66, -0.18], [0.04, 0.07, 0.06], [-0.04, -0.13, 0.00], [0.11, 0.12, -0.25], [0.06, 0.08, 0.04], [-0.08, 0.10, -0.03], [-0.01, 0.24, -0.08], [-0.78, 0.06, 0.50], [0.04, -0.05, 0.04], [-0.07, 0.03, 0.04], [-0.10, -0.06, -0.03], [-0.01, 0.00, 0.05], [0.56, -0.35, -0.49], [-0.25, 0.32, -0.56], [0.15, -0.38, 0.01], [0.09, 0.04, 0.05], [-0.09, 0.02, -0.02], [-0.15, 0.13, -0.15], [0.02, -0.12, -0.03], [-0.11, -0.11, -0.08], [0.05, -0.07, 0.06]],
  "smiles": "CC1CCN(S(=O)(=O)N2CCC[C@H](C(=O)NCc3ccccc3Cl)C2)CC1",
  "homo_lumo_gap_ev": 9.603
}

{
  "formula": "C21H28ClN2O3ScSe2",
  "method": "ωB97M-V with the def2-TZVPD basis set",
  "symbols": ["C", "C", "H", "Se", "C", "C", "H", "Se", "C", "H", "H", "C", "H", "C", "C", "H", "H", "N", "O", "H", "H", "C", "H", "H", "H", "H", "Sc", "C", "Cl", "H", "C", "C", "H", "C", "C", "H", "H", "C", "H", "C", "C", "O", "H", "H", "H", "C", "H", "H", "O", "C", "H", "C", "H", "H", "N", "C", "H", "H"],
  "positions_angstrom": [[3.092, -1.428, 1.549], [-0.351, 5.732, -0.060], [0.878, -3.702, -2.628], [2.326, 0.389, 1.275], [-3.746, -3.411, 0.216], [-2.659, -0.685, 4.604], [2.328, 3.752, -0.708], [1.262, -2.454, -0.498], [1.304, 4.017, -0.497], [-4.578, -4.100, 0.271], [-7.041, -1.214, 5.287], [0.981, 5.333, -0.284], [-5.695, -0.223, 4.708], [-1.947, -2.404, -0.975], [-1.020, 3.408, -0.107], [3.211, 1.943, -0.462], [2.514, -1.858, 2.371], [-4.261, -2.308, 3.641], [-5.725, -2.680, 1.971], [2.453, -4.156, -1.952], [-2.854, 0.020, 3.796], [0.320, 3.007, -0.451], [1.753, 6.086, -0.286], [-4.936, -2.460, 5.597], [4.120, -1.288, 1.894], [-3.090, -4.060, -1.715], [-0.120, 0.103, -0.114], [3.421, 0.894, -0.270], [-0.712, 7.393, 0.162], [-2.362, 5.067, 0.203], [3.068, -2.311, 0.317], [-2.932, -3.370, -0.902], [3.154, 0.303, -1.151], [-2.507, -1.576, 1.100], [-6.264, -1.133, 4.532], [-2.196, -2.461, 3.438], [-2.833, -2.780, 5.052], [-1.340, 4.780, 0.010], [-3.000, 2.748, 0.428], [-5.364, -2.361, 4.600], [-2.931, -2.131, 4.177], [-1.688, 1.205, 0.416], [2.281, -2.612, -2.846], [4.474, 0.777, -0.015], [-1.622, -0.584, 4.915], [-4.585, -2.503, 2.351], [-3.297, -0.412, 5.440], [-6.742, -1.071, 3.559], [0.610, 1.755, -0.709], [1.793, -3.318, -2.176], [-1.330, -2.318, -1.869], [-1.967, 2.422, 0.239], [-5.962, -3.251, 4.385], [3.342, -3.332, 0.600], [-1.719, -1.512, 0.006], [-3.524, -2.510, 1.261], [-2.332, -0.807, 1.848], [3.754, -1.963, -0.461]],
  "forces_ev_per_a": [[-0.32, 0.23, 0.02], [-0.11, -0.35, 0.00], [0.09, 0.05, 0.01], [0.37, -0.63, 0.09], [0.17, 0.24, 0.13], [0.04, -0.34, -0.05], [0.01, 0.00, -0.08], [0.71, -0.16, 0.22], [-0.22, -0.77, -0.13], [-0.01, -0.02, 0.10], [-0.07, 0.06, 0.09], [-0.49, 0.16, 0.12], [0.02, 0.13, 0.07], [0.04, -0.02, -0.09], [0.78, -0.52, -0.33], [0.05, -0.20, 0.03], [0.07, 0.07, -0.10], [0.00, -0.16, -0.06], [-0.23, -0.18, -0.17], [-0.10, 0.13, 0.14], [-0.05, 0.06, -0.09], [-0.34, 1.78, 0.19], [0.09, 0.08, -0.07], [0.07, -0.07, -0.03], [-0.16, 0.05, -0.04], [0.04, -0.02, -0.16], [0.80, -0.99, 0.07], [-0.14, 0.01, -0.12], [-0.02, 0.05, -0.03], [-0.13, 0.08, 0.09], [-0.15, 0.06, -0.28], [0.08, 0.19, 0.07], [0.07, 0.10, 0.21], [-0.08, 0.00, 0.12], [0.08, -0.16, -0.01], [-0.07, -0.06, 0.14], [0.09, -0.01, -0.18], [0.21, 0.17, 0.08], [0.17, -0.21, 0.01], [-0.53, 0.14, 0.00], [0.31, 0.23, 0.05], [-0.47, -0.03, 0.19], [-0.06, -0.05, 0.12], [-0.13, -0.09, 0.09], [0.10, 0.06, 0.12], [0.28, 0.16, 0.06], [-0.03, 0.09, 0.08], [-0.03, 0.03, -0.05], [-0.06, -0.30, -0.36], [-0.11, 0.11, -0.14], [-0.05, -0.05, 0.14], [-0.11, 1.01, 0.08], [0.12, 0.04, 0.07], [-0.01, 0.14, -0.09], [-0.48, -0.24, -0.16], [0.11, 0.09, -0.29], [-0.08, -0.13, -0.06], [-0.12, -0.04, 0.15]],
  "homo_lumo_gap_ev": 6.549,
  "total_charge": 2
}

{
  "formula": "C6H18NO3",
  "method": "ωB97M-V with the def2-TZVPD basis set",
  "symbols": ["C", "H", "H", "H", "H", "O", "C", "H", "H", "H", "C", "H", "H", "N", "H", "H", "H", "H", "H", "H", "C", "C", "C", "O", "O", "H", "H", "H"],
  "positions_angstrom": [[-0.341, -1.358, 0.055], [-0.901, 0.807, 3.135], [1.674, 1.025, -0.109], [-0.695, -1.180, -0.952], [-0.718, 1.025, 0.881], [-0.844, -1.728, -2.993], [-1.055, -1.945, 1.003], [3.083, -1.685, 0.389], [-0.061, -1.973, -3.506], [-1.116, 0.630, -2.496], [1.086, -0.943, 0.247], [-0.822, -2.001, 2.061], [-2.036, -2.329, 0.748], [0.077, 0.893, 2.888], [-0.653, 3.785, -0.837], [-1.261, -2.600, -2.965], [0.178, 2.241, 1.236], [0.576, 0.040, 3.131], [1.813, -2.856, -0.196], [2.214, 0.367, 1.500], [0.228, 1.163, 1.403], [2.038, -1.865, 0.168], [1.403, 0.458, 0.775], [-1.490, 1.466, -2.810], [-0.860, 2.853, -0.765], [-0.999, 2.495, -1.663], [-1.065, 1.552, -3.674], [0.548, 1.662, 3.348]],
  "forces_ev_per_a": [[1.07, 0.38, -0.03], [-0.20, 0.12, 0.37], [0.41, 0.51, 0.18], [-0.42, -0.43, 0.08], [-0.07, -1.10, 0.30], [0.37, -0.72, -0.51], [-1.02, 0.22, -0.36], [-0.01, 0.25, 0.03], [0.13, 0.52, 0.01], [-0.33, -0.16, -0.02], [-0.16, -0.47, 1.57], [0.59, -0.33, -0.13], [-0.09, 0.13, 0.10], [0.58, -0.08, -1.04], [-0.05, 0.13, -0.17], [-0.48, 0.28, 0.26], [1.00, 0.15, 0.56], [-0.14, -0.26, 0.12], [-0.09, -0.10, 0.05], [0.33, 0.33, -0.33], [-1.01, 1.21, -1.01], [0.07, -0.05, -0.36], [-0.61, -0.55, -0.42], [0.47, -0.51, -0.55], [0.37, 0.09, 0.75], [-0.21, 0.16, -0.02], [-0.26, 0.17, -0.06], [-0.24, 0.12, 0.60]],
  "homo_lumo_gap_ev": 9.668,
  "total_charge": 1
}

{
  "formula": "C6H9N",
  "method": "ωB97M-V with the def2-TZVPD basis set",
  "symbols": ["H", "C", "C", "H", "H", "C", "N", "C", "H", "H", "H", "H", "H", "C", "H", "C"],
  "positions_angstrom": [[0.282, 0.865, 2.643], [0.773, 0.309, 1.839], [-1.051, -0.588, -1.299], [-1.058, -0.885, -2.337], [1.318, -0.493, 2.316], [-0.163, -0.110, 0.737], [-1.511, 0.199, 0.700], [0.188, -0.492, -0.558], [-3.129, -0.454, -0.543], [2.299, -0.797, -1.404], [-1.895, 0.924, 1.280], [1.180, 0.220, -2.291], [1.916, 0.683, -0.665], [1.462, -0.101, -1.288], [1.464, 0.981, 1.338], [-2.075, -0.261, -0.466]],
  "forces_ev_per_a": [[-0.12, -0.01, -0.18], [-0.72, 0.61, -0.53], [0.98, -0.61, 0.33], [-0.41, -0.18, 0.05], [0.09, -0.36, -0.16], [0.37, 0.90, -1.25], [0.20, -1.39, 1.21], [-0.77, 0.67, -0.28], [-0.18, 0.55, -0.18], [-0.39, -0.51, 0.07], [-0.35, -0.48, 0.39], [0.20, 0.33, 0.21], [-0.07, 0.33, -0.69], [0.49, -0.56, 1.00], [0.54, 0.18, 0.36], [0.16, 0.53, -0.37]],
  "smiles": "Cc1cc[nH]c1C",
  "homo_lumo_gap_ev": 8.836
}

{
  "formula": "C26H40N2O7PPtSbSe",
  "method": "ωB97M-V with the def2-TZVPD basis set",
  "symbols": ["C", "H", "H", "H", "C", "H", "H", "H", "C", "C", "H", "H", "H", "P", "Sb", "C", "Se", "O", "O", "C", "C", "H", "C", "O", "N", "C", "C", "C", "C", "C", "C", "H", "H", "H", "H", "Pt", "H", "C", "C", "H", "H", "H", "H", "N", "H", "C", "H", "H", "H", "C", "C", "C", "H", "H", "C", "O", "H", "H", "H", "O", "C", "H", "H", "C", "O", "H", "H", "C", "H", "H", "H", "C", "O", "H", "H", "H", "H", "C", "H"],
  "positions_angstrom": [[1.478, -2.849, 0.468], [1.906, -0.110, 7.249], [3.158, -1.582, 4.015], [-1.449, -2.376, 2.432], [1.214, -2.341, 1.762], [-2.816, -2.481, 3.526], [-0.119, 3.918, 0.146], [-3.751, 2.279, -0.539], [1.409, -3.185, 2.853], [-2.003, 3.776, 2.533], [1.694, 3.000, 1.625], [-1.469, -1.134, 6.035], [2.226, -4.521, -0.628], [-2.032, 2.788, 1.036], [0.377, 0.086, 3.585], [0.174, -0.053, -5.139], [-3.650, -0.742, -0.122], [-4.233, -0.858, 1.393], [-2.250, -1.671, -0.259], [0.000, 0.402, -6.447], [2.004, -4.146, 0.364], [1.159, -2.823, 3.838], [-0.596, 0.508, -4.103], [-1.429, 1.436, 1.355], [0.453, -1.255, -1.105], [-0.929, 1.380, -6.732], [3.148, 1.383, 1.201], [-1.592, -0.756, 3.891], [-1.709, 1.932, -5.718], [-3.730, 2.685, 0.473], [1.239, -2.225, -0.831], [-2.130, 1.902, -3.618], [-2.368, 4.786, 2.341], [-4.175, 3.682, 0.463], [2.617, -5.957, 1.330], [-0.691, -0.139, 0.142], [1.729, -2.694, -1.680], [2.986, -0.902, 4.851], [1.900, -4.470, 2.713], [-1.009, 2.985, -1.085], [3.678, 0.669, 1.840], [2.031, -5.082, 3.596], [1.716, 1.205, 6.094], [0.330, -0.922, -2.433], [1.114, -1.749, 5.544], [1.513, -0.783, 5.228], [-1.055, 1.714, -7.754], [3.882, 1.730, 0.457], [3.575, -1.258, 5.701], [-1.759, -2.209, 3.463], [3.356, 3.140, 3.088], [2.584, 2.504, 1.993], [-2.449, 2.689, -5.943], [-1.632, 4.565, -0.532], [-1.109, 3.657, -0.229], [-1.084, 0.808, -1.804], [0.297, 0.332, 6.686], [-2.628, 3.304, 3.291], [3.385, 0.078, 4.568], [1.089, -1.014, -4.940], [-1.533, 1.493, -4.422], [-2.215, -0.145, 3.232], [0.609, -0.042, -7.224], [1.337, 0.217, 6.374], [0.809, -1.063, 1.941], [-4.299, 2.030, 1.134], [-1.201, -2.888, 4.113], [-0.456, 0.112, -2.681], [-0.976, 3.820, 2.896], [2.376, 0.836, 0.655], [2.721, 3.733, 3.749], [-2.050, -0.534, 5.330], [-4.684, -1.054, -1.325], [3.874, 2.391, 3.695], [4.138, 3.814, 2.707], [-3.096, -0.835, 5.433], [-1.981, 0.513, 5.643], [2.221, -4.959, 1.457], [1.040, -1.261, -3.986]],
  "forces_ev_per_a": [[0.05, -0.11, 0.06], [0.00, 0.01, -0.01], [-0.01, 0.00, 0.02], [-0.03, -0.01, -0.01], [0.01, -0.01, -0.02], [0.00, 0.02, -0.03], [0.01, -0.02, 0.00], [0.00, -0.03, 0.01], [0.01, -0.06, 0.04], [-0.02, 0.02, -0.04], [-0.01, 0.00, 0.02], [0.00, -0.01, 0.00], [0.00, 0.00, 0.01], [-0.04, 0.07, -0.12], [-0.08, 0.11, 0.10], [-0.07, 0.06, 0.01], [-0.05, 0.26, -0.06], [-0.11, 0.01, 0.17], [0.18, -0.02, 0.09], [-0.03, 0.03, 0.01], [-0.01, 0.01, -0.02], [-0.01, 0.04, -0.01], [0.00, -0.01, -0.01], [-0.11, -0.14, 0.29], [0.13, -0.06, 0.03], [0.01, -0.02, 0.01], [0.03, -0.04, -0.03], [-0.12, -0.04, -0.01], [-0.02, 0.01, 0.01], [0.02, 0.11, 0.01], [-0.10, 0.05, 0.09], [0.00, -0.01, -0.01], [0.01, -0.01, 0.00], [0.00, -0.02, 0.00], [0.00, 0.01, 0.00], [0.36, 0.34, 0.02], [0.00, -0.01, -0.03], [0.03, 0.04, -0.03], [-0.01, 0.04, 0.03], [0.00, 0.01, 0.00], [-0.02, 0.00, 0.00], [0.01, -0.01, -0.02], [-0.01, -0.02, 0.01], [0.01, 0.13, -0.25], [-0.03, -0.01, -0.05], [-0.05, -0.02, -0.02], [0.00, 0.00, 0.00], [-0.01, 0.01, 0.02], [0.00, 0.01, 0.00], [0.02, -0.01, 0.08], [0.02, -0.01, 0.05], [-0.01, 0.01, -0.08], [0.01, 0.00, 0.00], [0.01, 0.00, 0.01], [-0.05, 0.01, 0.01], [0.00, -0.17, 0.01], [-0.01, -0.01, -0.02], [0.00, -0.01, -0.01], [0.00, -0.02, 0.00], [0.02, -0.08, 0.08], [0.00, 0.03, -0.02], [0.05, 0.00, -0.02], [0.00, 0.00, 0.01], [0.05, 0.01, 0.02], [-0.02, -0.20, -0.19], [0.02, 0.00, 0.00], [0.02, 0.01, -0.01], [0.09, -0.05, -0.07], [-0.01, 0.00, 0.00], [0.00, 0.00, 0.00], [0.00, 0.00, -0.01], [0.03, -0.02, 0.02], [-0.18, -0.21, -0.07], [-0.01, 0.01, -0.01], [-0.01, -0.01, -0.01], [0.00, 0.01, 0.00], [0.01, 0.01, -0.01], [0.00, 0.00, -0.03], [0.03, 0.01, -0.02]],
  "s2": 6.021,
  "homo_lumo_gap_ev": [7.453, 6.605],
  "spin_multiplicity": 5
}

{
  "formula": "C3H13N2O",
  "method": "ωB97M-V with the def2-TZVPD basis set",
  "symbols": ["H", "C", "H", "N", "C", "H", "H", "H", "H", "H", "H", "O", "C", "H", "H", "H", "N", "H", "H"],
  "positions_angstrom": [[0.627, -2.165, 3.202], [0.235, 0.058, -0.887], [-2.653, -0.572, -1.090], [-2.058, -0.568, -0.217], [-1.122, 0.546, -0.201], [1.151, -1.019, 0.654], [-0.977, 0.874, 0.838], [1.601, 0.572, -2.460], [1.489, 1.861, -1.345], [0.175, -1.027, -1.444], [0.162, 1.506, -2.485], [0.423, -1.180, 3.177], [0.926, 1.035, -1.811], [1.063, 0.659, 0.832], [-0.498, -1.182, 3.350], [-1.445, 1.517, -0.727], [1.250, -0.125, 0.176], [2.225, 0.046, -0.191], [-2.576, -0.836, 0.628]],
  "forces_ev_per_a": [[-0.14, 1.84, 0.10], [-0.04, -1.45, -1.35], [0.81, -0.13, 1.78], [-0.99, 0.05, -1.34], [-0.05, 0.07, -0.99], [0.19, 0.10, 0.45], [0.34, -0.24, -0.16], [1.14, -1.05, -0.96], [-0.49, -0.20, 0.30], [-0.48, 2.82, 1.47], [0.69, -0.29, 0.58], [1.73, -2.10, -0.71], [-2.14, 1.91, -0.78], [0.45, -0.88, 0.10], [-1.56, 0.24, 0.42], [0.19, -1.57, 0.46], [1.11, 0.85, 0.88], [-1.12, -0.71, 0.51], [0.35, 0.74, -0.74]],
  "homo_lumo_gap_ev": 10.041,
  "total_charge": 1
}

Values of energy above the lowest of the compared OMol25 structures with the same formula, charge and spin, in order: 4.30, 23.35, 48.30, 26.95, 0.00, 37.04, all in kcal per mole.